# 1
26
Properties=species:S:1:pos:R:3:forces:R:3:nbo_charge:R:1 method="wB97M-V/def2-TZVPD" charge=+1 e_above_lowest_kcal_mol=33.1 smiles="C=[N+](C)COSC(C)(C)C" gap_ev=7.36 max_force_ev_per_a=5.4 e_lumo_ev=-4.836
C -3.3947 1.3411 -0.0945 -4.2472 -1.5235 -3.0238 0.15
N -3.0675 0.1546 0.1465 -0.7806 -1.0735 0.2115 -0.23
C -3.8136 -0.9539 -0.4307 3.4914 -2.5378 1.0631 -0.42
C -1.9207 -0.2213 0.9979 1.1622 -3.5291 -2.2790 0.11
O -0.7929 -0.4831 0.1702 -0.2915 -0.3059 0.3525 -0.67
S 0.2668 0.7529 -0.4044 -1.0816 0.7391 -0.0332 0.46
C 1.9860 0.2102 -0.0678 -1.0300 -2.5030 -0.8592 -0.13
C 2.8129 1.3025 -0.6429 1.8057 1.1810 2.0042 -0.64
C 2.1525 -0.0067 1.4040 3.7410 3.6267 -1.5354 -0.61
C 2.2376 -1.0836 -0.8801 -3.0430 -1.0031 0.7675 -0.62
H -4.3207 1.5661 -0.7905 2.1227 -0.5279 1.4298 0.24
H -2.9612 2.0862 0.3936 2.1898 3.2996 1.8005 0.21
H -4.4960 -1.4689 0.2048 -0.5342 0.2629 1.1520 0.25
H -3.0194 -1.7519 -0.6383 -1.1868 1.1459 -0.4124 0.25
H -4.3004 -0.5965 -1.2396 -1.4398 0.6929 -2.8535 0.22
H -1.7884 0.5420 1.6445 0.6911 2.3559 2.4536 0.20
H -2.1669 -1.2407 1.4535 0.2227 1.6749 -0.3007 0.23
H 2.6250 2.2244 -0.0823 0.2963 -0.0020 0.3090 0.22
H 3.9299 1.0420 -0.4926 -1.8152 0.4174 -0.5827 0.25
H 2.5532 1.6073 -1.6156 0.0552 -0.3104 -1.6646 0.23
H 1.4452 -0.5280 1.8360 -3.5868 -3.2352 1.8086 0.21
H 2.0357 0.9959 1.8472 0.6936 -0.2868 0.2562 0.21
H 3.1376 -0.4617 1.5702 -0.1953 0.3095 0.3405 0.23
H 1.8013 -1.9841 -0.3421 0.0816 1.0779 -0.5953 0.21
H 1.7700 -1.0416 -1.8803 0.3883 0.0586 0.4324 0.23
H 3.2331 -1.3538 -0.9553 2.2905 -0.0042 -0.2418 0.22


# 2
40
Properties=species:S:1:pos:R:3:forces:R:3:nbo_charge:R:1 method="wB97M-V/def2-TZVPD" s2=0.7561 charge=+3 e_above_lowest_kcal_mol=24.8 multiplicity=2 gap_ev="3.55 / 3.53" max_force_ev_per_a=2.1 e_lumo_ev="-14.110 / -14.125"
Pt -0.1352 -0.1868 2.2375 0.2131 0.2009 -1.3835 1.29
C 3.4258 -0.9800 0.1810 -0.3020 0.0423 -0.1189 -0.27
C 2.7764 -0.6442 1.3511 0.1730 -0.1209 0.6173 0.03
N 1.5254 -0.2533 1.0539 -0.8996 0.5261 0.4652 -0.18
N 1.3383 -0.3573 -0.2947 -0.2636 -0.1647 0.6768 -0.34
C 2.4826 -0.8061 -0.8280 0.3144 -0.0737 0.2426 0.10
B -0.0343 -0.1741 -0.9327 -0.5173 0.0447 -2.0381 0.91
N -0.8859 -1.4801 -0.5693 0.3385 -0.3775 0.0474 -0.25
C -1.4678 -2.4346 -1.2329 0.0936 0.1015 -0.1471 0.14
C -2.0269 -3.3575 -0.2837 -0.1510 -0.1367 0.2280 0.03
C -1.6876 -2.8016 1.0030 0.3516 -0.0748 -0.0331 0.07
N -0.9635 -1.7397 0.8227 -0.3940 0.0302 0.1231 -0.35
N -0.8031 1.0060 -0.3578 0.0242 0.1330 0.4306 -0.35
C -1.4651 1.9920 -0.9869 -0.0902 0.1332 -0.0774 0.10
C -2.1187 2.7708 -0.0453 0.1203 -0.1994 0.0953 -0.28
C -1.8077 2.1963 1.1740 -0.0203 0.3048 0.3731 0.03
N -1.0241 1.1233 0.9699 0.2755 -0.4289 0.1632 -0.33
N 0.0655 -0.0138 -2.4126 0.2633 -0.3698 0.6697 -0.43
C 0.9244 0.7632 -3.1297 0.1719 0.2971 -0.6058 -0.06
C 0.5295 0.7243 -4.4405 -0.0877 -0.1162 0.3844 -0.29
C -0.6143 -0.1086 -4.4325 0.1108 0.1219 -0.1849 0.01
N -0.8946 -0.5458 -3.2218 -0.1168 -0.0104 -0.0628 -0.34
H 4.4483 -1.3036 0.0759 0.0190 0.0431 0.0158 0.30
H 3.1461 -0.6463 2.3652 -0.0092 -0.0137 0.0044 0.27
H 2.5776 -0.9863 -1.8881 -0.0978 0.1415 -0.0316 0.29
H -1.4852 -2.4742 -2.3155 -0.0090 0.2431 0.0213 0.33
H -2.5425 -4.2819 -0.5025 -0.0708 0.0024 0.0384 0.29
H -1.9145 -3.1854 1.9876 -0.0132 -0.0797 -0.0248 0.28
H -1.4539 2.0943 -2.0615 0.0912 -0.1378 -0.0104 0.28
H -2.7254 3.6428 -0.2206 -0.0377 -0.0119 0.0003 0.30
H -2.1058 2.4967 2.1672 0.0194 0.0160 -0.0124 0.25
H 1.7470 1.3048 -2.6890 -0.0241 -0.0249 0.1177 0.24
H 0.9963 1.2132 -5.2771 -0.0298 0.0118 -0.0382 0.27
H -1.2253 -0.3911 -5.2749 -0.0508 -0.0593 0.0328 0.25
C 0.5657 1.7490 4.8129 0.0015 0.2785 -0.0200 -0.76
C 0.4520 0.5294 4.0241 0.9251 -0.2894 0.1274 0.57
O 0.6522 -0.6467 4.1804 -0.2648 0.1308 0.0054 -0.39
H 1.0532 1.5579 5.7713 -0.0047 -0.1690 -0.0503 0.33
H -0.4436 2.1426 4.9890 0.0224 0.0286 -0.0511 0.32
H 1.1190 2.4926 4.2307 -0.0743 0.0273 0.0102 0.32


# 3
24
Properties=species:S:1:pos:R:3:forces:R:3:nbo_charge:R:1 method="wB97M-V/def2-TZVPD" charge=0 e_above_lowest_kcal_mol=87.2 gap_ev="8.72 / 7.28" max_force_ev_per_a=1.1 e_lumo_ev="-0.032 / -0.141"
C -0.7480 0.3181 1.2205 -0.2138 -0.1691 0.3348 0.07
C -0.3937 -0.1572 -2.4975 -0.0466 -0.0426 0.1460 -0.61
C 2.4235 0.4150 -0.9398 -0.0064 0.0479 -0.0334 -0.65
C -1.6351 1.3850 1.7994 -0.1225 -0.0711 -0.1573 -0.66
C -0.9535 -1.0460 1.8255 -0.0199 0.0608 -0.0190 -0.66
C 0.0648 -0.7150 -1.1493 -0.2835 0.4394 0.3249 -0.11
C 1.0428 0.1734 -0.4184 -0.3671 0.3441 0.8647 0.07
C 0.5338 0.7155 0.7236 0.4809 0.1322 -0.9765 -0.29
N 0.4799 -2.0113 -1.2106 -0.2613 -0.4707 -0.0031 -0.55
H -0.8918 -0.4999 -0.3791 0.5417 -0.2304 -0.4973 0.23
H 0.8793 -2.2796 -0.3088 0.0603 0.1000 -0.0547 0.31
H 1.0075 1.5947 1.1564 0.1453 -0.1001 0.1370 0.22
H 0.4540 -0.0499 -3.1748 0.0223 0.0100 0.0024 0.21
H -1.0941 -0.8614 -2.9464 0.0010 0.0384 0.0123 0.22
H -0.8778 0.8141 -2.3771 0.0217 -0.0477 -0.0195 0.21
H 2.4448 0.3883 -2.0301 0.0078 0.0324 0.0104 0.22
H 3.1240 -0.3447 -0.5869 -0.0405 -0.0058 -0.0146 0.23
H 2.7936 1.3836 -0.5961 -0.0034 -0.0380 -0.0265 0.22
H -1.5588 1.4109 2.8929 0.0420 -0.0282 -0.0097 0.22
H -2.6815 1.1664 1.5697 0.0144 0.0399 0.0172 0.23
H -1.3968 2.3753 1.4134 -0.0048 -0.0218 -0.0153 0.22
H -0.5113 -1.0632 2.8297 0.0095 -0.0292 -0.0244 0.22
H -2.0166 -1.2688 1.9393 0.0197 0.0053 -0.0322 0.22
H -0.4893 -1.8432 1.2445 0.0033 0.0043 0.0337 0.22


# 4
15
Properties=species:S:1:pos:R:3:forces:R:3:nbo_charge:R:1 method="wB97M-V/def2-TZVPD" charge=0 e_above_lowest_kcal_mol=33.3 smiles="NC(N)=NSC[N+](=O)[O-]" gap_ev=7.89 max_force_ev_per_a=6.1 e_lumo_ev=-0.194
N -1.4181 -1.6190 1.3166 -1.3862 1.6369 2.4717 -0.81
C -0.4638 -1.4274 0.4385 1.2135 -0.9372 -3.4965 0.58
N -0.3033 -2.4036 -0.5393 4.4002 2.0680 3.1285 -0.82
N 0.2837 -0.4105 0.3919 0.4682 1.6632 1.8235 -0.78
S 1.3302 0.0297 -0.8176 -0.3759 1.5241 0.1173 0.38
C 1.3498 1.9030 -0.3577 4.8119 -3.6159 1.1302 -0.40
N 0.0915 2.4788 -0.4128 -1.5887 1.9124 0.6223 0.48
O -0.5632 2.6515 0.6338 0.7584 -0.4634 -1.9844 -0.37
O -0.1638 2.8608 -1.5349 -1.6369 0.4016 -0.1976 -0.36
H -1.5556 -0.7860 1.9491 -0.2579 -1.8929 -0.8590 0.43
H -1.9242 -2.4905 1.3338 0.0397 0.4264 0.3953 0.41
H 0.4971 -2.1325 -1.0731 -0.0938 -0.6158 -0.8414 0.38
H -1.0126 -2.7973 -0.9662 -4.2505 -2.2820 -2.5192 0.37
H 1.6973 1.8099 0.7015 -0.3224 0.5272 -0.9715 0.25
H 2.1548 2.3331 -1.0636 -1.7796 -0.3527 1.1807 0.26


# 5
122
Properties=species:S:1:pos:R:3:forces:R:3:lowdin_charge:R:1 method="wB97M-V/def2-TZVPD" charge=+1 gap_ev=7.39 max_force_ev_per_a=1.2 e_lumo_ev=-4.020
N 1.6373 -1.7766 3.0450 -0.4411 0.0304 -0.3060 0.01
C 1.4841 -1.8672 1.5738 0.2324 0.6218 1.0014 -0.25
C 1.1790 -0.4815 1.0026 -0.4067 -0.7893 -0.4312 -0.11
C 0.6953 -0.4977 -0.4273 0.3674 -0.1564 0.4835 -0.14
N 0.1645 -1.6292 -0.8170 0.0056 0.3195 -0.6360 0.22
N -0.3049 -1.6873 -2.0694 -0.1210 -0.2610 0.4551 0.02
C -0.8848 -2.9898 -2.4397 0.0551 -0.6047 -0.0966 -0.09
C 0.0350 -3.8062 -3.3353 -0.1019 0.5046 0.2528 -0.27
C -0.3982 -5.2486 -3.4171 0.5891 0.1450 -0.2099 -0.57
Cl -0.1412 -6.0589 -1.8511 -0.2902 -0.0854 0.1131 0.60
C -0.2521 -0.6809 -2.9164 -0.3152 0.0979 -0.6096 -0.34
O -0.7339 -0.8422 -4.1484 0.0172 -0.2843 0.2815 0.15
B -1.9866 -0.2736 -4.4470 -0.6365 0.3273 -0.2282 -0.80
O -2.9501 -0.1647 -3.4630 0.3634 -0.0652 -0.0743 0.20
O -2.1978 0.1823 -5.6960 0.7361 0.2942 0.2169 0.24
C 0.3197 0.5442 -2.5314 -0.0536 -0.5874 0.3694 -0.51
Cl 0.3681 1.7756 -3.6896 -0.1213 0.4453 -0.2603 0.89
C 0.8052 0.6580 -1.2562 -0.0045 -0.1402 0.2221 -0.11
C 1.4191 1.9269 -0.7812 0.0274 0.2870 -0.8332 -0.14
C 2.6871 2.2757 -1.6101 -0.0868 0.0680 0.3495 -0.36
C 3.9733 2.2916 -0.8111 -0.1505 0.2683 -0.3781 -0.60
Br 4.8851 0.5881 -0.8942 -0.0663 -0.2269 0.3003 0.70
H 1.5270 -0.8139 3.3397 0.3298 0.1271 0.1244 0.05
H 0.8397 -2.2380 3.4703 0.2261 -0.1043 0.0689 -0.04
H 2.4334 -2.1955 1.1593 -0.0400 -0.3639 -0.2872 0.10
H 0.6798 -2.5592 1.3760 0.0226 -0.2784 -0.4030 0.10
H 2.0769 0.1135 1.0862 0.1199 0.3622 0.1193 0.11
H 0.3658 -0.0666 1.5959 0.0079 0.4125 0.1469 0.14
H -1.8692 -2.8622 -2.8717 -0.1472 0.2591 -0.2048 0.13
H -1.0089 -3.5486 -1.5228 -0.0143 0.2056 0.4059 0.11
H 1.0240 -3.7585 -2.8903 0.2946 -0.0838 -0.0618 0.10
H 0.0965 -3.3704 -4.3262 -0.0031 0.0055 -0.2608 0.10
H -1.4177 -5.3812 -3.7525 -0.2766 -0.0587 0.1504 0.07
H 0.2516 -5.7448 -4.1248 0.0313 -0.2345 -0.1364 0.05
H -3.3065 -1.0191 -3.2073 -0.1811 0.0145 0.3330 0.12
H -2.7711 0.9564 -5.6609 -0.4492 -0.2109 -0.3448 0.13
H 0.6988 2.7178 -0.9804 -0.2336 0.1053 0.0668 0.10
H 1.5926 1.9456 0.2813 0.1557 -0.1296 0.2701 0.11
H 2.5647 3.2694 -2.0166 -0.1181 0.2078 -0.0813 -0.01
H 2.7615 1.6290 -2.4742 0.2387 -0.2182 -0.1328 0.06
H 3.7860 2.5928 0.2101 0.1371 -0.2622 0.3305 0.01
H 4.6539 3.0190 -1.2292 0.2566 0.0356 -0.1358 0.06
C 6.5317 -0.0456 2.5181 0.0973 -0.0981 -0.1110 -1.65
Br 8.3293 -0.0857 3.1878 0.0184 0.1039 0.1040 0.58
Br 5.8143 -1.8204 2.3895 -0.2598 0.0252 0.0542 0.51
Br 5.3974 1.1133 3.5606 -0.0447 -0.0079 -0.0228 0.56
H 6.5594 0.3592 1.5170 0.0215 0.0481 -0.0100 -0.09
C 6.7117 -5.3708 4.4472 -0.0488 0.0608 -0.0246 -1.61
Br 8.0324 -4.0038 4.7498 0.0270 -0.0100 0.0285 0.59
Br 4.9249 -4.6700 4.5922 -0.0074 -0.0312 0.0155 0.55
Br 6.9944 -6.2451 2.7553 0.0081 0.0439 -0.0002 0.59
H 6.8340 -6.1136 5.2207 0.0042 -0.0333 0.0199 -0.03
C 2.6549 6.1664 1.1526 0.0242 0.0601 0.0699 -1.61
Br 2.1096 5.4812 -0.5697 -0.0046 0.1756 0.0528 0.64
Br 3.5149 4.8059 2.2089 -0.0010 -0.0172 -0.0267 0.60
Br 3.7465 7.7283 0.9684 0.0076 -0.0409 -0.0157 0.62
H 1.7552 6.4566 1.6742 -0.0538 -0.0168 -0.0005 -0.03
C -6.3075 1.5931 0.1438 0.0127 0.0026 0.0463 -1.62
Br -7.5445 0.1738 0.5453 0.0013 0.0308 0.0324 0.59
Br -7.2120 3.2453 -0.1907 -0.0546 0.0324 0.0181 0.56
Br -4.9671 1.7754 1.5173 0.0422 -0.0419 -0.0231 0.53
H -5.7900 1.3173 -0.7597 0.0440 -0.0287 -0.0982 -0.04
C 9.6013 -3.7957 1.1630 -0.0419 -0.0068 0.0640 -1.65
Br 11.3034 -3.2507 1.8659 -0.0257 -0.0006 0.0042 0.58
Br 8.7695 -2.3832 0.1555 0.0742 -0.0302 -0.1939 0.54
Br 9.7341 -5.4145 0.1360 0.0263 0.0244 -0.0264 0.57
H 8.9576 -4.0036 2.0069 -0.0240 -0.0078 0.0130 -0.12
C 3.7411 -2.2087 -5.5301 0.1349 -0.1236 0.0215 -1.61
Br 5.4797 -2.2279 -4.7263 -0.0352 0.0037 0.0156 0.62
Br 3.1227 -3.9796 -5.9515 -0.0292 0.0244 0.0345 0.61
Br 2.4662 -1.2699 -4.4222 0.1731 0.1021 -0.0401 0.69
H 3.8121 -1.6610 -6.4577 -0.0437 0.0367 -0.0246 -0.02
C 0.1429 -2.2963 6.7334 0.1189 -0.0088 -0.0076 -1.63
Br 1.9088 -1.8424 7.3231 -0.0079 0.0065 -0.0346 0.59
Br -0.7723 -0.7681 5.9964 -0.0401 0.0306 -0.0154 0.57
Br 0.1592 -3.7638 5.4881 -0.0761 -0.1443 0.1197 0.62
H -0.4177 -2.6120 7.6003 -0.0542 0.0061 0.0147 -0.09
C -1.7262 -8.9160 -3.6887 0.1144 -0.0431 0.1491 -1.66
Br -0.9839 -10.6823 -3.7193 -0.0679 -0.0499 -0.1237 0.58
Br -1.5309 -8.0278 -5.3891 -0.0205 -0.0532 -0.0661 0.59
Br -3.5528 -8.9096 -3.0918 0.0076 0.0221 -0.0187 0.59
H -1.1534 -8.3481 -2.9682 0.0158 0.0138 0.0124 -0.11
C -1.0554 5.4846 -3.5188 0.0937 0.0183 0.0057 -1.65
Br -1.5350 6.4958 -1.9611 -0.1114 -0.0160 0.1254 0.57
Br -2.5964 4.8860 -4.5075 0.0167 0.0131 0.0281 0.58
Br 0.1756 6.4651 -4.6161 -0.0055 -0.0245 -0.0849 0.58
H -0.5417 4.6003 -3.1718 0.0114 -0.0469 -0.0072 -0.08
C -5.0656 8.5075 -0.9764 0.2010 0.1479 0.1300 -1.66
Br -4.7562 8.7062 -2.8604 -0.1326 -0.0855 0.0043 0.58
Br -5.8913 10.0591 -0.2093 -0.0378 0.0696 0.0062 0.60
Br -6.0411 6.9159 -0.5164 -0.0278 -0.1693 -0.1487 0.59
H -4.0954 8.4133 -0.5096 0.0528 -0.0072 -0.0041 -0.07
C 2.3389 -9.3800 -1.0309 0.0026 -0.0180 -0.0263 -1.63
Br 3.2045 -11.0884 -0.9194 -0.0254 -0.0004 -0.0155 0.60
Br 2.4657 -8.6404 -2.8066 -0.0083 -0.0192 -0.0127 0.55
Br 0.5143 -9.4681 -0.4241 -0.0010 0.0273 0.0527 0.56
H 2.8624 -8.7099 -0.3664 0.0168 0.0438 0.0074 -0.03
C -11.1851 2.4514 0.0083 -0.0158 -0.0138 0.0440 -1.65
Br -10.7194 2.9677 1.8011 0.0292 0.0387 -0.0108 0.53
Br -13.0184 1.8893 -0.1145 -0.0004 -0.0012 -0.0056 0.59
Br -10.7921 3.8475 -1.2573 -0.0405 0.0331 -0.0069 0.55
H -10.5712 1.6017 -0.2504 0.0536 -0.0170 -0.0173 -0.05
C -4.2828 7.3053 2.8304 -0.0445 0.0216 0.0498 -1.66
Br -5.3467 8.0123 4.2603 0.0231 -0.0179 -0.0037 0.60
Br -2.7221 8.3910 2.5023 -0.0222 -0.0286 -0.0711 0.56
Br -3.8150 5.4629 3.1317 -0.0144 0.0050 -0.0267 0.55
H -4.8877 7.3348 1.9353 0.0004 -0.0145 0.0037 -0.12
C -8.3652 3.1873 5.5302 -0.0507 -0.0181 0.0055 -1.64
Br -9.4127 4.6880 4.9417 0.0023 0.0047 -0.0186 0.57
Br -7.3632 2.4209 4.0779 0.0617 0.0374 0.0073 0.53
Br -7.2378 3.6466 7.0166 0.0243 0.0068 -0.0333 0.58
H -9.0535 2.4293 5.8718 -0.0372 -0.0089 0.0299 -0.03
C 3.1743 3.7098 -6.6088 -0.0007 0.0487 -0.0718 -1.63
Br 3.3519 4.0512 -4.7211 0.0317 -0.0188 0.0334 0.58
Br 1.4131 3.0688 -7.0494 -0.0323 -0.0147 0.0465 0.57
Br 3.6508 5.2475 -7.6477 -0.0334 0.0108 0.0200 0.61
H 3.8709 2.9233 -6.8558 0.0234 -0.0388 0.0161 -0.03
C -1.7769 0.3397 9.5583 -0.0049 0.0726 -0.0052 -1.66
Br -3.0186 1.1280 10.7917 0.0097 -0.0136 0.0076 0.59
Br -0.1778 1.3923 9.3852 -0.0013 -0.0373 0.0121 0.57
Br -1.3777 -1.4855 10.0326 0.0061 -0.0015 0.0227 0.60
H -2.2532 0.3187 8.5898 -0.0003 -0.0265 -0.0441 -0.06


# 6
9
Properties=species:S:1:pos:R:3:forces:R:3:nbo_charge:R:1 method="wB97M-V/def2-TZVPD" charge=0 e_above_lowest_kcal_mol=32.6 smiles="CC(N)=O" gap_ev=10.79 max_force_ev_per_a=2.9 e_lumo_ev=0.907
C -1.1392 0.0018 0.0258 -0.1087 -0.0400 -0.0156 -0.70
C 0.3196 0.3178 0.0041 -0.3314 0.7566 0.0590 0.65
N 1.3387 -0.5324 -0.0598 0.0462 0.7158 0.0321 -0.87
O 0.7576 1.4864 0.0544 -1.2866 0.5879 0.0528 -0.67
H -1.5450 0.3667 0.9730 0.0138 -0.0684 -0.1233 0.25
H -1.3680 -1.0589 -0.0879 0.0909 0.1000 0.0170 0.22
H -1.6139 0.5713 -0.7769 0.0151 -0.0954 0.1097 0.25
H 1.9421 0.4254 -0.0229 1.0309 -2.7487 -0.1607 0.47
H 1.2823 -1.5512 -0.1095 0.5299 0.7921 0.0290 0.41


# 7
7
Properties=species:S:1:pos:R:3:forces:R:3:nbo_charge:R:1 method="wB97M-V/def2-TZVPD" charge=0 e_above_lowest_kcal_mol=15.6 smiles="O=CC(O)=S" gap_ev=8.26 max_force_ev_per_a=3.0 e_lumo_ev=-1.222
O -1.9707 -0.6046 -0.0555 -1.2974 -2.1806 -0.4793 -0.43
C -1.3332 0.3703 0.0482 0.8065 1.9074 0.4132 0.35
C 0.1562 0.3988 -0.1014 2.4305 -1.2864 1.1924 0.10
O 0.7287 1.6068 0.0136 -0.8839 0.3498 -0.8363 -0.65
S 1.0695 -0.9672 0.0307 -0.7650 0.7146 -0.6177 -0.01
H -1.7885 1.3052 0.3674 -0.0714 0.7106 0.0032 0.13
H 1.6745 1.5380 -0.2038 -0.2193 -0.2154 0.3245 0.51


# 8
6
Properties=species:S:1:pos:R:3:forces:R:3:nbo_charge:R:1 method="wB97M-V/def2-TZVPD" charge=-3 e_above_lowest_kcal_mol=164.4 gap_ev=3.57 max_force_ev_per_a=1.1 e_lumo_ev=2.982
Be 15.5363 -2.6316 -10.4909 -0.2759 0.6475 0.8209 1.01
Cl 19.5858 -2.0406 -10.8377 -0.3679 -0.2161 -0.0809 -0.83
Cl 11.5645 -2.5356 -10.2490 0.4844 -0.0840 -0.1556 -0.78
Cl 15.0988 0.8273 -12.6899 0.0436 -0.3907 0.0531 -0.81
Cl 15.8377 -0.5198 -7.0174 -0.0232 -0.2359 -0.3190 -0.76
Cl 15.0657 -6.2470 -8.6834 0.1390 0.2792 -0.3184 -0.84


Among the records above, which one has the lowest charge? BeCl5


The highest charge belongs to which entry? C14H15BN8OPt